# 1
Entry from the OMol25 dataset: a structure of composition C3H5FeO2 (ωB97M-V/def2-TZVPD).

The value obtained for the total energy is -1531.16332 hartree. The multiplicity is 5. As for the net charge: +1. The calculation puts the gap between HOMO and LUMO (alpha / beta) at 9.656 / 8.526 eV. The energy relative to the best compared isomer or geometry (same formula, charge and spin) comes out at 0.000 eV. The highest occupied orbital energy (alpha / beta) comes out at -14.2 / -14.4 eV.

```
11
Properties=species:S:1:pos:R:3:lowdin_spin:R:1
C 0.726 0.786 2.039 0.035
C 0.032 1.944 2.194 0.009
O -0.558 2.911 2.277 0.003
H 1.799 0.943 2.226 0.008
H 0.266 -0.034 2.620 0.007
Fe 0.659 0.042 0.010 3.597
O 0.333 -1.036 -1.314 0.277
C -0.606 -1.321 -2.292 0.044
H -0.305 -0.924 -3.281 0.007
H -0.742 -2.413 -2.415 0.005
H -1.604 -0.899 -2.065 0.007
```

***

# 2
Entry from the OMol25 dataset: a cluster of 2 separate species, C6H13O2 in total (ωB97M-V/def2-TZVPD).

The value obtained for the total energy is -386.86756 hartree. As for the net charge: -1. The calculation puts the gap between HOMO and LUMO at 7.170 eV. The energy relative to the best compared isomer or geometry (same formula, charge and spin) comes out at 2.502 eV. The highest occupied orbital energy comes out at -3.1 eV.

```
21
Properties=species:S:1:pos:R:3:nbo_charge:R:1
C 0.438 0.411 1.849 -0.005
O 0.424 -0.929 1.724 -0.956
C 0.967 1.282 0.610 -0.437
C -0.118 1.422 -0.489 -0.379
C -0.659 0.136 -1.200 -0.461
C 1.037 -1.240 -2.464 -0.476
C 0.457 -0.849 -1.327 -0.143
H -0.528 0.917 2.097 0.085
H 1.143 0.712 2.667 0.083
H 1.957 0.992 0.266 0.188
H 1.027 2.289 1.059 0.173
H 0.176 2.129 -1.284 0.173
H -0.943 1.921 0.024 0.187
H -1.145 0.436 -2.138 0.177
H -1.481 -0.208 -0.576 0.239
H 0.689 -0.954 -3.453 0.173
H 1.768 -2.041 -2.387 0.182
H 0.579 -1.410 -0.401 0.264
H -1.203 -1.404 1.553 0.516
H -2.391 -2.040 2.348 0.445
O -2.192 -1.572 1.522 -1.026
```

***

# 3
Entry from the OMol25 dataset: the molecule C2H6N2O2 (ωB97M-V/def2-TZVPD).

The value obtained for the total energy is -339.67386 hartree. As for the net charge: 0. The calculation puts the gap between HOMO and LUMO at 9.716 eV. The energy relative to the best compared isomer or geometry (same formula, charge and spin) comes out at 4.321 eV. The highest occupied orbital energy comes out at -8.9 eV.

```
12
Properties=species:S:1:pos:R:3:nbo_charge:R:1
C 1.850 -0.026 0.067 -0.266
O 0.727 -0.807 -0.457 -0.368
N -0.559 -0.268 -0.180 -0.039
N -0.855 -0.240 1.182 -0.646
C -1.527 -0.046 -1.146 0.478
O -2.607 0.341 -0.738 -0.629
H 2.777 -0.575 0.114 0.212
H 1.563 0.092 1.129 0.176
H 1.972 0.930 -0.428 0.182
H -0.287 0.619 1.433 0.341
H -1.837 0.091 1.279 0.402
H -1.217 -0.113 -2.255 0.156
```